27
Properties=species:S:1:pos:R:3:mulliken_charge:R:1 method="wB97M-V/def2-TZVPD" charge=-1 multiplicity=2 e_lumo_ev="3.59 / 3.53" homo_lumo_gap_ev="2.7 / 6.4" e_above_lowest_kcal_mol=14.3
C -0.398 -2.618 -0.946 -1.48
C 0.418 -0.257 -1.598 -1.25
C -0.295 -1.130 -0.835 0.93
C -0.859 1.053 -0.246 -0.23
C -1.119 -0.304 0.019 0.82
C -1.312 2.102 0.527 -0.70
C -2.070 -0.621 1.028 -0.90
C -2.143 1.749 1.622 -0.61
C -2.520 0.378 1.819 -0.28
N 0.186 1.052 -1.204 -0.04
H 0.917 -0.572 -2.511 0.34
H 0.618 1.877 -1.521 0.19
H -1.216 -2.811 -1.656 0.29
H -0.521 -3.080 0.029 0.34
H -1.167 3.142 0.256 0.33
H -2.302 -1.681 1.071 0.25
H -2.564 2.537 2.231 0.32
H -3.297 0.162 2.547 0.35
H 0.474 -3.079 -1.420 0.37
C 3.884 -0.122 -0.714 -0.80
C 3.902 -0.532 0.780 -0.82
H 3.125 0.615 -0.953 0.17
H 4.890 0.117 -1.059 0.38
H 3.663 -1.017 -1.308 0.22
H 3.048 -1.170 0.981 0.24
H 3.932 0.370 1.383 0.26
H 4.763 -1.190 0.935 0.31